This record from the OMol25 dataset describes a structure of composition C25H42BrNOP2Pt at a distorted geometry. The level of theory is ωB97M-V/def2-TZVPD.

Each line ends with the Löwdin spin population.
Atoms and positions in Å:
N -4.81492 -0.87515 4.11552  0.067
C -3.73698 -0.24847 4.55798  -0.011
C -2.86105 0.44630 3.71349  0.064
C -3.19767 0.58335 2.35042  0.021
C -4.40297 -0.04369 1.89481  0.057
C -5.16146 -0.75957 2.82096  -0.012
C -2.31320 1.26598 1.44508  0.188
Pt -0.30074 0.07713 -0.64716  0.677
P 1.90967 0.55700 -0.79093  0.178
C -2.39867 1.18838 0.05850  0.126
C -1.81124 2.24891 -0.80434  0.042
C -2.06216 2.25349 -2.19384  0.053
C -1.17381 2.92761 -3.01759  -0.007
C -0.17468 3.63949 -2.36438  0.068
C -0.21095 4.03341 -1.02735  0.002
C -1.11914 3.33451 -0.21575  0.055
Br 1.45536 4.07376 -3.41086  0.012
H -1.41286 1.72974 1.87590  0.003
H -3.05651 0.45611 -0.43573  0.010
H -1.86479 0.73910 4.04123  0.002
H -4.66280 -0.11417 0.82173  0.002
H -3.49361 -0.32751 5.62345  -0.002
H -6.06191 -1.29103 2.51160  -0.002
H -2.89704 1.66787 -2.58805  0.002
H -1.25729 3.56503 0.84073  0.003
H -1.18429 2.84354 -4.10288  -0.001
H 0.46190 4.78133 -0.62602  -0.001
P -0.46270 -2.09193 0.10787  0.120
C 2.31763 2.04475 0.21347  0.029
C 3.25279 3.02849 -0.48634  0.009
H 2.70753 1.70973 1.18872  0.000
H 1.35930 2.53634 0.45204  0.005
H 3.48650 3.87886 0.17805  0.002
H 4.20657 2.58421 -0.79895  0.000
H 2.75151 3.45178 -1.36523  0.000
C 1.79013 0.88330 -2.58584  0.064
C 3.05055 0.88590 -3.44869  0.021
H 1.31578 1.87948 -2.65396  0.005
H 1.03660 0.19577 -3.02239  0.012
H 2.75413 1.17472 -4.46358  0.002
H 3.78760 1.61814 -3.10985  0.001
H 3.49182 -0.11104 -3.50277  0.001
C 3.22249 -0.66140 -0.47545  0.015
C 4.64359 -0.13519 -0.64124  0.007
H 3.04622 -1.52466 -1.12909  0.000
H 3.06972 -1.00832 0.55167  0.001
H 5.35444 -0.96135 -0.51224  0.001
H 4.82576 0.29276 -1.63785  0.000
H 4.88099 0.61679 0.12574  0.000
C 0.51880 -3.20812 1.21961  0.016
C 2.00180 -3.39111 0.93112  0.000
H 0.02179 -4.19419 1.18714  0.004
H 0.36511 -2.81334 2.23669  0.001
H 2.32393 -4.38437 1.27850  0.000
H 2.23561 -3.31988 -0.13620  0.000
H 2.59341 -2.65186 1.47962  0.000
C -0.34500 -2.89106 -1.56806  0.012
C -1.18464 -2.09970 -2.57721  0.010
H -0.66662 -3.93621 -1.44988  0.001
H 0.73065 -2.87449 -1.81683  0.000
H -0.76984 -2.26071 -3.58301  0.000
H -2.23879 -2.41839 -2.56480  0.000
H -1.15732 -0.99810 -2.36891  0.007
C -2.16509 -2.62519 0.60742  0.039
C -2.30618 -3.02074 2.08069  0.004
H -2.41246 -3.48185 -0.04677  0.005
H -2.85145 -1.79934 0.34754  0.004
H -3.35559 -3.26997 2.28263  0.001
H -1.69614 -3.89814 2.33055  0.000
H -2.01541 -2.19516 2.74008  0.001
O 1.12290 0.84212 3.04760  -0.001
H 1.79373 0.19000 3.36408  0.000
H 1.37161 1.66017 3.54778  0.000

Computed properties:
Orbital gap (alpha / beta) = 5.5563 / 5.3138 eV
Charge = +2
HOMO level (alpha / beta) = -0.47720 / -0.53482 hartree
2S+1 = 3
⟨S²⟩ = 2.03